DFT (wB97M-V/def2-TZVPD) results for the molecule C29H33N3O6S at a distorted geometry.

Summary:
SMILES string: COc1ccc(NS(=O)(=O)c2cc(NC(=O)/C=C/c3cc(OC)ccc3OC)ccc2N2CCCCC2)cc1
LUMO (eV): 0.181
HOMO level (eV): -7.793
Frontier orbital gap (eV): 8.0

Geometry as XYZ:
```
72
Properties=species:S:1:pos:R:3:forces:R:3
S 0.840 0.754 -0.532 0.54 0.07 0.20
O -5.361 -1.388 1.093 -0.07 0.14 -0.11
O -0.229 1.680 -0.741 -0.12 -0.05 0.31
O 0.382 3.586 5.403 0.22 -0.24 -0.10
O 1.591 0.359 -1.691 0.09 -0.09 0.29
O -4.004 1.924 -5.348 0.26 -0.08 -0.09
O -0.816 -1.808 -2.804 -0.28 0.16 0.10
N 2.425 -1.517 0.900 0.30 0.04 0.09
N -3.185 -1.823 1.322 -0.27 -0.36 0.44
N 1.955 1.404 0.537 -0.28 -0.23 -1.14
C -1.178 -0.216 -4.612 0.11 -0.09 0.02
C -5.252 2.296 -4.816 -0.16 0.04 0.05
C -4.245 -1.292 0.618 -0.08 -0.26 0.20
C 0.446 -2.134 -3.338 0.23 -0.06 -0.11
C -3.640 0.383 -3.490 -0.02 0.08 -0.13
C -3.255 1.011 -4.663 0.17 -0.07 0.01
C 5.284 -1.871 0.652 -0.04 0.29 0.00
C 2.078 1.529 2.962 -0.07 0.02 -0.16
C -2.811 -0.550 -2.869 0.46 0.01 -0.51
C 0.132 3.496 2.972 -0.09 0.10 0.30
C -1.805 -1.710 1.191 0.75 0.06 -0.06
C 0.203 -0.666 0.365 0.12 0.42 -0.27
C 0.380 -2.584 1.752 0.29 0.19 -0.22
C -3.984 -0.663 -0.686 -0.01 -0.08 -0.55
C 1.681 2.097 4.153 -0.13 0.19 0.10
C 0.701 3.089 4.174 0.09 -0.12 -0.05
C -1.167 -0.687 0.492 -0.27 -0.03 0.08
C -3.152 -1.166 -1.602 -0.35 -0.07 0.58
C -0.996 -2.643 1.841 -0.28 0.20 -0.17
C 3.186 -2.088 1.999 0.18 0.27 0.25
C 4.607 -1.525 1.973 -0.02 -0.36 -0.04
C 4.427 -1.360 -0.502 -0.08 -0.35 0.04
C -0.579 4.612 5.482 -0.14 0.14 0.01
C 1.026 -1.608 0.988 -0.31 -0.24 0.21
C 1.517 1.943 1.757 -0.47 0.43 0.59
C -1.567 -0.868 -3.447 -0.41 0.10 0.10
C -2.009 0.708 -5.211 -0.27 0.08 0.10
C 3.004 -1.897 -0.384 0.17 -0.05 -0.41
C 0.542 2.932 1.776 0.16 -0.10 0.02
H 6.280 -1.429 0.610 0.05 -0.07 -0.01
H -5.936 1.443 -4.759 0.02 0.03 0.02
H 2.839 0.763 2.963 0.10 -0.13 0.00
H -0.628 4.260 2.948 -0.07 0.08 0.03
H 4.572 -0.439 2.086 -0.01 0.06 0.08
H 0.099 3.247 0.847 -0.02 0.13 -0.02
H -1.708 1.211 -6.116 0.05 0.06 -0.11
H 0.834 -2.927 -2.699 0.03 0.04 -0.06
H -5.147 2.745 -3.823 -0.01 -0.02 -0.01
H -0.660 4.858 6.539 -0.04 0.02 -0.09
H 2.697 0.723 0.651 0.06 -0.12 -0.03
H 2.119 1.787 5.089 0.06 -0.04 0.11
H 3.245 -3.187 1.930 -0.08 0.01 0.03
H 1.120 -1.274 -3.303 -0.05 -0.08 -0.05
H -3.493 -2.366 2.121 -0.06 0.17 -0.18
H 0.961 -3.329 2.271 0.09 -0.05 0.04
H -1.714 0.119 0.036 -0.08 0.00 0.05
H -2.600 -2.070 -1.380 0.02 -0.04 0.12
H -1.454 -3.431 2.422 -0.06 -0.09 0.05
H 5.171 -1.935 2.813 0.00 0.05 0.04
H 2.390 -1.483 -1.181 0.09 -0.23 0.09
H 5.393 -2.955 0.573 0.05 -0.05 -0.01
H 4.846 -1.676 -1.458 0.00 0.06 -0.06
H 2.695 -1.823 2.938 0.00 -0.08 -0.04
H -0.218 -0.416 -5.059 0.10 -0.04 -0.03
H 0.363 -2.508 -4.364 -0.01 0.00 0.04
H -0.264 5.501 4.926 -0.02 -0.03 0.01
H -5.656 3.035 -5.505 -0.02 -0.05 0.08
H -1.554 4.279 5.113 0.03 0.02 0.00
H -4.582 0.216 -0.879 0.00 0.15 0.00
H 4.398 -0.269 -0.495 0.02 0.09 -0.06
H 3.018 -2.996 -0.478 -0.03 0.00 0.01
H -4.598 0.588 -3.042 -0.13 0.05 0.02
```
Forces are in eV/Å.

---

DFT (wB97M-V/def2-TZVPD) results for a structure of composition C29H33N4O4PdS at a distorted geometry.

Summary:
Net charge: -1
LUMO (eV): 2.006
HOMO level (eV): -3.644
Frontier orbital gap (eV): 5.7

Geometry as XYZ:
```
72
Properties=species:S:1:pos:R:3:forces:R:3
Pd 0.055 0.326 0.545 0.63 -0.22 0.49
S 1.823 -0.847 -0.683 -0.12 0.23 0.06
O 3.955 -0.831 3.233 0.84 0.94 0.33
O -1.272 0.180 4.681 0.01 0.00 0.04
O -0.802 1.324 -1.453 -0.08 0.35 -0.28
O -1.461 0.191 2.162 0.49 -0.63 0.34
N 2.746 -1.855 1.596 -0.02 -0.16 0.04
N -1.573 -1.861 1.067 -0.12 0.01 -0.22
N -1.438 -1.045 -0.072 0.44 0.12 0.55
N 4.255 -0.692 0.208 0.66 0.06 0.06
C 2.082 -5.034 4.348 -0.02 0.00 -0.05
C -1.574 -1.824 5.873 0.04 -0.01 0.03
C 2.805 -2.796 3.843 -0.06 -0.03 -0.11
C -2.778 1.191 -4.467 0.03 -0.09 0.08
C -1.597 -1.857 3.446 -0.04 0.31 0.06
C 6.377 1.362 0.634 0.00 -0.17 0.04
C -1.813 -3.184 5.897 0.05 -0.08 0.02
C -0.068 3.438 1.481 0.10 0.01 0.05
C 2.402 -4.055 3.418 0.01 -0.17 -0.06
C -3.307 -0.112 -4.425 0.03 0.01 -0.03
C -2.985 -0.908 -3.346 0.05 0.01 0.03
C 2.263 3.613 2.399 0.12 0.05 -0.01
C 1.356 2.890 1.401 -0.06 -0.04 0.15
C 2.885 -2.522 5.202 0.02 0.11 0.17
C 2.153 -4.753 5.703 -0.03 -0.01 0.01
C 5.559 -1.042 0.787 -0.11 0.03 -0.25
C 1.382 1.387 1.669 -0.44 0.18 -0.58
C 3.237 -1.724 2.894 -0.64 -0.68 -0.27
C -1.952 1.654 -3.474 -0.04 -0.05 -0.04
C -1.512 -1.119 2.142 -0.59 -0.26 -0.21
C 3.032 -1.118 0.465 -0.42 -0.08 -0.07
C 6.623 -0.097 0.237 -0.26 0.18 -0.01
C -1.823 -3.233 3.498 0.00 0.01 0.05
C -1.578 0.856 -2.336 0.05 -0.22 0.03
C 2.556 -3.495 6.130 0.00 0.07 0.01
C -2.056 -1.349 -1.138 -0.28 0.19 -0.39
C -1.476 -1.146 4.655 -0.01 -0.03 -0.03
C -2.153 -0.477 -2.302 0.00 -0.04 0.09
C -1.943 -3.899 4.707 0.06 0.04 -0.02
H -1.461 -1.252 6.787 -0.03 -0.02 -0.05
H -0.710 2.944 0.754 -0.09 0.00 -0.09
H -1.892 -3.697 6.852 -0.01 0.04 -0.09
H -1.549 2.662 -3.505 -0.02 -0.07 0.01
H 7.589 -0.424 0.620 0.06 -0.06 -0.04
H 2.308 4.691 2.198 -0.02 -0.10 0.05
H 3.209 -1.535 5.508 -0.03 -0.05 0.02
H 1.046 1.195 2.694 -0.08 -0.05 0.13
H 2.372 -4.292 2.361 -0.05 0.01 0.01
H -2.631 -2.280 -1.150 -0.06 0.04 0.02
H 1.890 -5.515 6.429 0.02 0.04 -0.04
H 5.514 -0.951 1.862 -0.07 0.03 0.21
H -3.962 -0.474 -5.209 0.04 0.02 0.03
H 5.381 1.697 0.337 0.03 0.00 -0.01
H 1.887 3.468 3.420 0.04 0.04 -0.09
H 4.276 -0.204 -0.677 0.07 0.08 0.05
H 1.836 -2.289 1.526 -0.16 -0.01 -0.03
H 6.657 -0.192 -0.854 0.05 0.00 0.01
H -0.479 3.252 2.480 -0.01 0.02 -0.05
H 1.777 -6.017 4.013 -0.02 0.02 -0.01
H 7.107 2.024 0.168 0.01 -0.01 0.02
H 6.445 1.477 1.718 -0.01 0.01 -0.05
H 2.608 -3.273 7.189 -0.01 0.01 -0.04
H -3.404 -1.911 -3.277 0.01 0.05 0.00
H -2.136 -4.965 4.727 0.02 0.02 -0.01
H -0.097 4.517 1.291 0.02 -0.07 0.03
H 1.742 3.071 0.393 -0.01 -0.01 -0.08
H 2.406 1.022 1.587 0.15 -0.04 -0.03
H -1.910 -3.761 2.556 -0.03 0.03 0.03
H -3.031 1.844 -5.298 0.02 -0.02 0.04
H 5.802 -2.078 0.536 -0.02 -0.04 -0.03
H 3.284 3.216 2.362 -0.09 0.05 0.02
H -1.302 0.464 3.718 0.03 0.06 -0.05
```
Forces are in eV/Å.

---

DFT (wB97M-V/def2-TZVPD) results for a structure of composition C29H33N8ReSSe.

Summary:
Net charge: +3
LUMO (spin up / spin down) (eV): -9.548 / -9.986
Multiplicity: 2
HOMO level (spin up / spin down) (eV): -16.037 / -16.197
Frontier orbital gap (spin up / spin down) (eV): 6.5 / 6.2

Geometry as XYZ:
```
73
Properties=species:S:1:pos:R:3:forces:R:3
Re -0.211 0.610 -0.879 0.16 0.08 0.01
Se -6.187 -1.832 3.292 -0.29 -0.13 0.19
S 1.345 1.628 0.324 0.19 0.15 0.27
N -0.081 2.187 -2.347 -0.19 0.11 -0.15
N 0.354 1.284 2.825 -0.03 0.02 0.15
N 2.611 0.969 2.586 0.05 -0.04 0.13
N -0.663 -0.799 0.702 -0.11 -0.09 -0.04
N 0.784 3.223 -2.339 0.09 0.07 -0.03
N -2.111 1.214 -0.225 -0.01 -0.27 -0.15
N -5.944 -0.460 2.208 0.03 0.02 -0.03
N -4.512 -2.382 3.185 0.05 -0.01 -0.02
C 0.532 -0.900 -2.314 -0.78 -0.38 0.14
C -2.771 2.315 -0.633 0.16 -0.15 0.00
C -1.621 -2.602 2.613 -0.05 -0.10 0.10
C -0.495 -0.895 -3.450 -0.02 0.10 0.11
C 1.429 1.225 2.072 0.04 -0.02 -0.01
C -4.087 0.498 0.952 -0.13 -0.02 0.05
C 0.734 -2.188 -1.611 -0.27 -0.08 -0.11
C -2.762 0.321 0.585 0.21 0.13 -0.17
C 2.712 -3.472 -0.522 -0.06 0.10 -0.07
C -4.763 1.632 0.489 -0.08 0.03 0.02
C 2.312 0.603 -3.525 0.09 -0.08 0.04
C 0.398 1.111 4.294 0.03 0.02 -0.07
C -3.895 -1.559 2.377 0.07 0.20 -0.15
C -4.089 2.551 -0.290 -0.17 0.03 0.04
C -1.960 -0.770 1.108 0.15 0.06 -0.09
C 1.758 1.561 4.800 -0.01 0.05 -0.07
C -0.288 -2.571 2.269 0.07 -0.03 0.01
C 2.855 0.836 4.043 -0.05 0.03 -0.09
C 2.778 -1.257 -1.827 0.30 0.14 -0.03
C -0.550 3.623 -4.027 -0.12 -0.12 -0.07
C -0.336 -3.196 -1.431 0.00 0.04 -0.03
C -0.900 2.438 -3.379 -0.05 0.03 -0.06
C -2.482 -1.668 2.036 -0.15 0.02 0.05
C 0.151 -1.663 1.311 -0.04 0.05 -0.05
C 2.087 -2.342 -1.282 0.11 -0.07 0.10
C 4.249 -1.042 -1.766 -0.05 0.07 -0.03
C -4.691 -0.492 1.836 0.22 -0.05 -0.03
C 1.868 -0.420 -2.543 0.47 0.24 -0.05
C 0.536 4.097 -3.328 0.12 -0.03 0.11
H 0.215 0.062 4.533 -0.02 -0.02 -0.02
H -4.573 3.452 -0.642 0.00 -0.03 0.01
H -0.143 -3.879 -0.605 0.01 0.02 0.00
H -1.705 1.759 -3.616 0.02 0.05 0.03
H 0.421 -3.257 2.716 -0.02 0.02 -0.02
H 1.493 1.160 -3.968 0.00 -0.01 0.01
H 2.882 -0.223 4.299 0.00 -0.04 -0.02
H 3.522 -3.922 -1.099 -0.01 0.00 -0.02
H -0.403 1.706 4.725 -0.02 0.02 -0.03
H -0.416 -0.003 -4.065 0.03 -0.05 0.02
H -0.500 1.584 2.382 -0.03 -0.01 0.00
H -0.336 -1.754 -4.109 -0.02 -0.01 0.06
H 4.716 -1.641 -0.987 -0.01 0.01 -0.02
H -2.012 -3.313 3.332 0.03 0.04 -0.04
H -1.020 4.069 -4.887 0.02 -0.03 0.05
H -0.385 -3.808 -2.341 -0.01 0.01 0.03
H 3.401 0.955 1.958 0.01 0.00 0.00
H 1.139 4.981 -3.464 -0.01 -0.03 0.03
H 3.832 1.261 4.256 0.04 0.02 -0.04
H -1.320 -2.740 -1.307 0.02 0.00 0.00
H 4.712 -1.326 -2.718 -0.02 0.01 0.04
H 1.863 2.640 4.668 0.00 -0.02 0.02
H -1.527 -0.975 -3.084 0.01 0.03 0.00
H 1.187 -1.639 1.004 0.02 -0.01 -0.03
H 3.039 1.297 -3.091 -0.05 -0.04 -0.01
H 1.509 3.281 -1.641 0.00 0.02 0.02
H 3.156 -3.128 0.417 0.00 0.01 -0.01
H 2.843 0.094 -4.338 0.00 0.00 0.03
H -5.800 1.778 0.768 0.05 0.00 -0.02
H 1.847 1.349 5.863 0.00 -0.01 0.01
H -2.222 3.012 -1.248 0.04 -0.03 0.01
H 1.999 -4.261 -0.293 -0.01 0.02 0.00
H 4.493 0.012 -1.605 -0.01 -0.07 -0.01
```
Forces are in eV/Å.

---

- Which formula does entry 3 have?
  C29H33N8ReSSe